{
  "formula": "C8H32N16O8",
  "method": "ωB97M-V/def2-TZVPD",
  "e_tot_ev": -49045.14508,
  "spin_multiplicity": 1,
  "elements": ["H", "H", "N", "H", "C", "O", "O", "O", "N", "H", "H", "H", "N", "H", "C", "H", "N", "H", "N", "C", "H", "O", "H", "H", "H", "N", "H", "H", "H", "O", "C", "H", "C", "H", "N", "N", "H", "H", "N", "O", "H", "H", "N", "H", "H", "N", "H", "O", "H", "N", "N", "H", "C", "N", "H", "H", "O", "N", "H", "H", "H", "N", "C", "C"],
  "xyz": [[12.5107, 13.9410, 15.1595], [5.4130, 7.6080, 13.0430], [15.5763, 9.0921, 10.9264], [15.6755, 11.8914, 14.6972], [7.0617, 8.6766, 13.6280], [7.1824, 11.8437, 15.5337], [12.6443, 8.1110, 11.3107], [13.5857, 10.6283, 14.8010], [8.5641, 9.0641, 4.3083], [14.1270, 8.1406, 15.0332], [9.2137, 12.5104, 13.1256], [15.8989, 10.0180, 10.6966], [15.3776, 7.3577, 12.3520], [8.7526, 14.3530, 14.7954], [12.0262, 13.5531, 13.1710], [14.4053, 7.4428, 12.0066], [12.4166, 13.2451, 14.4247], [10.2778, 9.9732, 5.9406], [8.9406, 6.5602, 8.2140], [14.7033, 10.1672, 14.9297], [8.5557, 10.9814, 13.6612], [17.1699, 8.7210, 12.5434], [12.8768, 12.3658, 14.6741], [11.3610, 12.3872, 11.7404], [6.9436, 7.2469, 12.2445], [7.3370, 8.2357, 8.9039], [7.4105, 8.7392, 8.0363], [9.5989, 9.2025, 7.2745], [9.2780, 9.5068, 3.8379], [8.2680, 8.8698, 13.5600], [8.0474, 7.0952, 9.1972], [15.8410, 8.4984, 15.1467], [8.5358, 8.9495, 5.6826], [14.6733, 8.8865, 10.5711], [6.2748, 9.0933, 14.6638], [9.7083, 9.1746, 6.2994], [6.5967, 9.8217, 15.3112], [8.6626, 6.6668, 7.2188], [15.8421, 10.9030, 14.8843], [7.9701, 6.4832, 10.2907], [7.6524, 13.9287, 16.0290], [9.5215, 5.8810, 8.6693], [12.1912, 12.5006, 12.2033], [7.6216, 8.8851, 3.9816], [10.7379, 9.4830, 13.4146], [6.3643, 7.9340, 12.7291], [16.7380, 10.4802, 14.6883], [7.4904, 8.5880, 6.2319], [15.4664, 7.0209, 13.3097], [8.5017, 12.0403, 13.6545], [14.8865, 8.8325, 15.0005], [12.4776, 9.6296, 13.3057], [16.0975, 8.4319, 11.9628], [7.9883, 13.8697, 15.0763], [10.1815, 6.9469, 11.3803], [12.8312, 11.7787, 12.3681], [11.4785, 14.5725, 12.9155], [11.6069, 9.4927, 12.8667], [9.6385, 8.2225, 12.3911], [5.2466, 9.0645, 14.6822], [6.7396, 8.5461, 9.6824], [10.3423, 7.9020, 11.6974], [7.8759, 12.5184, 14.7670], [11.6084, 8.4433, 11.9195]],
  "forces_ev_per_a": [[-0.3502, 0.1341, -0.8017], [1.7917, 0.4129, -0.6782], [0.2651, 1.4066, -1.1068], [0.4544, -0.6235, 0.0409], [-1.5906, -0.3297, 1.1764], [0.3093, -0.4930, -0.7765], [-1.1082, 0.1769, 0.7102], [-1.1642, 0.9304, 0.1398], [-2.4573, -1.3474, 2.4129], [0.5533, 1.1283, 0.0450], [-0.0271, 0.4418, 0.2879], [0.4130, -0.2664, 0.1847], [-1.9981, -0.7738, -0.2876], [2.6980, 1.8201, -0.8595], [0.9153, -2.9501, 0.0109], [0.5140, -0.5835, 0.5629], [1.3218, -0.7162, 1.6042], [-0.6479, -1.2659, 0.3866], [-2.1599, 2.2349, 0.6367], [0.6135, -1.0666, -0.8694], [-0.1388, 1.7122, -0.2364], [-1.2431, 0.2794, -0.7684], [-0.3270, 0.1302, -0.5285], [-1.7838, -0.8807, -1.7396], [-0.4029, 0.2152, -0.3006], [0.1548, -1.1380, 2.0162], [-0.1560, -0.2473, -0.2801], [0.1710, -0.0436, 1.5286], [1.3440, 0.8875, -1.3421], [0.5685, 0.5114, -0.0492], [0.4966, -1.1657, 0.0337], [-0.7160, -0.0039, -0.1834], [-0.9993, -0.1084, -1.8810], [-0.8007, -0.4007, 0.0177], [-0.4728, 1.1439, 1.2275], [1.4547, 1.5826, -0.6384], [0.3983, -0.2151, -0.6871], [0.7815, -0.5434, 1.2846], [-0.3101, 0.9122, 0.2892], [0.0543, 1.3914, -1.2178], [0.2896, 0.7113, -0.1730], [0.0086, -0.5470, -0.8491], [1.2963, 3.4178, 2.1242], [0.5750, 0.4093, -0.7715], [1.0255, 0.3621, 0.1367], [-1.0865, -1.1564, -0.3185], [-0.1784, 0.1552, -0.1680], [0.8424, 0.0446, -0.1551], [0.3157, 0.3434, -0.8092], [-0.3495, -2.5300, 0.4050], [0.8807, -1.4650, 0.6933], [0.8403, 0.4468, 0.8970], [2.4011, -0.0630, 2.2223], [-2.7870, -2.7011, 0.7160], [0.4822, 0.5940, -0.1821], [0.2456, -1.2453, 0.3514], [-1.4547, 2.2676, -1.0107], [-2.0780, -1.9125, -1.8416], [0.3071, -0.4896, -0.8574], [1.0386, -0.3142, -0.6221], [0.5431, -0.1687, -0.8768], [0.4902, 0.7953, 1.1684], [0.0408, 0.8862, 0.6858], [-0.1077, -0.1300, -0.1293]],
  "nbo_charge": [0.392, 0.386, -0.832, 0.408, 0.799, -0.714, -0.739, -0.729, -0.837, 0.415, 0.401, 0.400, -0.842, 0.384, 0.776, 0.413, -0.865, 0.393, -0.897, 0.791, 0.429, -0.724, 0.426, 0.383, 0.431, -0.855, 0.429, 0.403, 0.392, -0.731, 0.794, 0.399, 0.780, 0.413, -0.850, -0.820, 0.441, 0.416, -0.838, -0.732, 0.401, 0.413, -0.873, 0.416, 0.398, -0.846, 0.420, -0.696, 0.387, -0.856, -0.838, 0.413, 0.771, -0.835, 0.418, 0.392, -0.650, -0.861, 0.421, 0.388, 0.409, -0.864, 0.787, 0.798]
}

***

{
  "formula": "C8H32N16O8",
  "method": "ωB97M-V/def2-TZVPD",
  "e_tot_ev": -49032.73543,
  "total_charge": 1,
  "spin_multiplicity": 2,
  "elements": ["C", "C", "N", "H", "H", "H", "N", "N", "H", "O", "H", "C", "H", "H", "H", "O", "N", "H", "H", "O", "C", "H", "H", "H", "O", "O", "H", "O", "N", "H", "H", "O", "H", "N", "N", "N", "H", "C", "C", "H", "N", "N", "C", "N", "H", "H", "N", "H", "O", "H", "N", "H", "H", "H", "H", "H", "H", "C", "N", "H", "H", "N", "H", "N"],
  "xyz": [[-2.5462, 2.5173, 3.9071], [-0.4233, 3.6569, -2.6597], [-0.6611, 2.3571, -2.7550], [-3.0254, -1.4150, -3.8443], [-0.0743, 1.7910, -2.1589], [-3.9420, 3.1123, 5.1709], [1.0712, -4.7902, 0.0339], [-3.1983, 2.5049, 0.1402], [1.1875, -6.0919, 1.9181], [2.1119, -2.8240, -3.4032], [4.7716, -1.0916, -3.2128], [1.9923, -4.5819, 0.8741], [4.7601, 0.7608, 1.7928], [4.4274, -2.1096, 3.3862], [-0.3782, 1.0396, 2.4217], [2.3758, -0.7555, 3.1786], [0.8907, -0.8929, 0.3533], [-2.4669, 2.3499, -0.5389], [-2.9924, 2.6029, 1.1241], [-5.3009, 3.1811, 0.4335], [3.0191, -2.1132, -3.0303], [4.0517, -1.6130, -1.4670], [-3.8104, 2.4845, -2.2115], [4.2579, -1.9657, -4.6597], [0.6233, 4.1776, -2.2734], [-1.9872, 2.5388, 2.8054], [-2.2492, 3.7394, -3.6560], [-0.2621, -1.3350, -2.2089], [-1.5188, 4.2260, -3.1561], [3.1163, 1.1383, 1.4839], [1.1471, -4.2737, -0.8307], [2.9939, -3.9115, 0.6201], [5.4156, -1.0954, 2.4005], [-2.0381, -1.5136, -3.6555], [4.0692, -1.5881, -3.7421], [0.2037, 0.2893, 2.0774], [-3.6023, 4.1541, 3.8269], [3.4949, -0.5304, 2.6993], [-4.3862, 2.8152, -0.2449], [-1.5839, 2.1701, -3.1205], [3.7881, 0.5057, 1.8945], [1.8367, -5.3190, 1.9528], [0.2148, 0.1773, 0.7522], [-2.2124, -0.3949, -1.7497], [-1.4888, -2.2773, -4.0231], [2.5739, -5.0398, 2.5842], [-2.1839, 1.6960, 4.8507], [-1.4171, 1.0522, 4.7181], [-0.3555, 0.9191, -0.0098], [-1.6550, 5.2268, -3.1628], [4.5309, -1.2526, 2.8618], [-5.5095, 2.3125, -1.7711], [0.8035, -0.9889, -0.6483], [1.0425, -0.0700, 2.5103], [1.2788, -1.5971, 0.9646], [-3.2143, -0.2723, -1.7859], [2.7600, -2.6503, -1.0584], [-1.4065, -1.1093, -2.5738], [-4.5423, 2.4528, -1.5163], [0.3492, -5.4793, 0.1883], [-1.6355, 0.0221, -1.0332], [3.1517, -1.9952, -1.7199], [-2.8443, 1.6570, 5.6139], [-3.3991, 3.3097, 4.3424]],
  "forces_ev_per_a": [[4.5620, -2.4449, -2.9404], [1.8228, 1.8436, -0.0080], [0.7591, -2.8438, 0.6951], [0.3277, -0.1305, 0.1747], [-0.2860, -0.8781, -0.1021], [0.2021, 0.4434, -0.2552], [-4.1877, 0.1350, -4.7017], [3.8484, -0.1881, 2.1669], [0.6110, 0.1539, 0.9841], [-0.8733, -0.2080, -2.1697], [0.0366, -0.2478, -0.6341], [3.1556, -0.2677, 0.6383], [-0.3790, 0.0692, -0.1684], [0.1599, 0.2037, -0.0353], [0.2360, 0.2986, 0.3125], [0.4687, -0.4136, -0.0696], [0.5860, -0.7016, -1.9573], [0.0836, -0.0875, 0.6432], [0.8150, 0.1950, 0.1714], [-1.4703, 0.7168, 1.3670], [0.2199, -2.0902, -0.0289], [-0.2847, -0.1909, 0.7887], [-0.4394, 0.0165, 0.2667], [-0.0114, 0.3362, 0.2403], [-1.5355, -0.6137, -0.1900], [0.0509, 0.2520, -0.6935], [0.3791, 0.0763, 0.1491], [-0.1050, -0.1704, -0.7285], [-2.1547, 3.5523, -0.7850], [-0.0432, -0.2415, 0.4953], [-0.3950, -0.5114, -0.2347], [0.1008, 1.2949, 0.5043], [-0.4155, -0.0991, 0.0902], [1.0703, -1.6429, -1.6952], [-0.6059, 0.3052, -0.4309], [-1.0425, 1.0814, 0.1183], [-0.3454, -0.3195, -0.0126], [-2.9288, 2.1826, -0.8217], [-1.0879, -0.4321, -0.2758], [0.6047, -1.2998, 0.3321], [0.0336, 1.9673, -1.1847], [0.8942, 0.1964, 2.1695], [0.8330, -1.3225, 3.1368], [0.3522, 1.3160, 1.1772], [-0.5661, -0.1612, -1.0683], [-0.4177, -1.3534, 0.8407], [1.0399, -3.0948, 2.3160], [-0.5609, -0.1023, 0.1727], [-1.9262, 1.6854, -2.8321], [0.4001, -0.0745, 0.0305], [3.6008, -3.9264, 1.7301], [0.2812, 0.4426, -0.5686], [0.6322, -0.7762, 0.0149], [0.0976, -0.0730, 1.1176], [-0.0987, 0.1516, -0.0929], [-0.0296, -0.0984, -0.0166], [0.0859, -0.1313, -0.1871], [-0.9775, 0.5531, 0.8883], [-1.8026, -0.7263, -3.7280], [0.0339, 0.4968, -0.3554], [-0.0391, 0.6973, 1.2962], [1.5692, 2.1006, 2.5232], [0.9986, -0.7358, 0.3155], [-5.9425, 5.8350, 1.1046]],
  "lowdin_spin": [0.000, 0.012, 0.170, -0.001, 0.000, 0.000, 0.000, 0.025, 0.000, 0.004, 0.000, 0.000, 0.000, 0.000, 0.000, 0.000, 0.086, -0.002, 0.000, 0.011, 0.001, 0.000, -0.001, 0.000, 0.055, 0.000, 0.000, 0.159, 0.022, 0.000, 0.000, 0.000, 0.000, 0.001, 0.004, -0.003, 0.000, 0.000, 0.002, 0.000, 0.000, 0.000, 0.012, 0.338, 0.000, 0.000, 0.000, 0.000, 0.057, 0.000, 0.000, 0.000, 0.003, 0.000, 0.002, 0.007, 0.000, 0.024, -0.001, 0.000, 0.003, 0.010, 0.000, 0.000]
}

***

{
  "formula": "C8H32N2O7",
  "method": "ωB97M-V/def2-TZVPD",
  "e_tot_ev": -26126.13765,
  "spin_multiplicity": 1,
  "elements": ["H", "H", "C", "H", "O", "H", "O", "H", "H", "H", "N", "O", "H", "C", "H", "C", "N", "H", "O", "H", "H", "O", "C", "H", "H", "H", "H", "H", "H", "H", "H", "H", "C", "H", "H", "H", "H", "H", "C", "H", "O", "H", "C", "H", "C", "H", "O", "H", "H"],
  "xyz": [[8.2843, -3.0431, 28.3871], [9.2412, -3.4549, 22.4077], [9.1877, -7.6569, 18.7530], [7.8540, -5.0372, 26.8409], [11.8807, -4.8404, 24.2720], [9.8180, -0.1807, 29.9906], [6.4204, -4.1711, 23.1701], [9.2014, -8.9794, 20.5079], [10.0424, -2.0270, 20.8662], [11.4441, -3.1209, 26.8157], [11.0324, -4.0432, 26.8081], [9.9982, -1.8681, 28.6941], [9.6528, -3.8584, 29.1297], [7.9015, -7.1599, 22.1623], [11.2308, -4.5597, 23.6278], [10.2205, -8.3966, 17.9616], [9.3395, -6.2288, 18.4508], [11.3548, -4.4417, 27.6784], [9.2958, -1.8440, 21.4366], [8.2784, -8.1260, 18.3773], [10.1026, -8.2132, 16.8936], [9.3924, -4.0487, 23.1431], [9.6345, -3.7514, 27.0074], [5.8655, -4.9433, 23.0607], [8.8006, -6.7014, 22.5740], [10.0024, -9.4607, 18.0530], [9.1508, -5.6638, 25.9610], [10.0575, -7.3713, 20.7389], [11.4687, -4.6695, 25.1188], [8.2661, -0.9186, 29.4429], [11.2607, -8.2416, 18.2479], [9.2961, -3.1002, 26.2015], [9.2112, -7.9076, 20.3097], [9.1167, -0.9128, 21.3060], [7.9029, -8.1393, 22.6406], [7.8920, -2.4043, 20.7900], [9.1321, -5.8522, 27.6539], [9.2657, -1.6577, 30.6451], [8.9408, -5.1119, 26.8772], [8.5751, -5.8749, 19.0081], [7.9104, -7.3884, 20.7801], [6.7930, -3.2139, 21.4446], [9.3716, -3.1193, 28.3795], [6.0315, -3.6983, 23.9059], [9.3073, -1.1014, 29.7087], [7.0384, -6.5613, 22.4536], [7.0598, -2.8395, 20.6050], [8.5155, -4.3017, 23.4315], [8.9411, -6.1922, 17.5234]],
  "forces_ev_per_a": [[-0.3135, 0.3805, 0.4968], [-0.0967, 0.2767, -0.0693], [0.9134, -0.7008, 0.9197], [-0.2514, 0.3044, 0.2456], [0.7483, -0.3722, -0.7380], [0.2230, -0.0377, -0.7995], [0.1869, 0.0642, 0.0725], [0.4144, -0.0588, 0.1393], [0.3897, -0.1396, -0.2311], [0.8124, 0.1721, -0.2417], [0.6016, 1.0662, 0.1764], [-0.3668, 0.2955, -0.3183], [0.0646, -0.1437, 0.2817], [0.4103, -0.8698, 0.4847], [-0.3285, 0.0206, -0.1401], [0.5284, -1.3229, 0.0316], [-1.2208, -0.7797, 0.5149], [0.3316, -0.4576, 0.1242], [0.5646, 0.3901, 0.0495], [-0.7425, 0.4786, 0.2672], [0.0825, 0.3754, -0.0099], [0.2987, -0.2135, 0.2185], [0.0548, -0.8503, 0.1559], [-0.1654, -0.2653, -0.1447], [0.1766, 0.5397, -0.4151], [0.2315, -0.2776, 0.1067], [0.5918, 0.5221, -0.2419], [-0.0754, -0.0418, 0.3091], [-0.1460, 0.1587, 0.7301], [0.0100, 0.2350, -0.3315], [-0.0443, 0.2546, 0.0402], [-0.0141, 0.0935, -0.0217], [-1.7616, 0.6510, -1.7500], [-0.0570, 0.3969, 0.1491], [-0.5185, -0.1703, 0.4885], [0.1850, -0.0666, 0.0110], [0.3976, 0.3651, 0.4321], [0.0447, -0.3884, 0.1218], [-1.4543, -0.3150, -0.1051], [-0.1371, 1.0610, 0.3185], [1.5630, 0.4650, -0.6772], [-0.1713, -0.2010, 0.2752], [-0.9104, 0.0472, 0.1441], [-0.1145, 0.2627, 0.2201], [0.0328, -1.1991, 0.1064], [0.0000, -0.2479, -0.2161], [-0.8504, -0.1911, -0.6258], [-0.3612, -0.1556, -0.0068], [0.2435, 0.5895, -0.5477]],
  "nbo_charge": [0.164, 0.486, -0.068, 0.198, -0.998, 0.200, -0.956, 0.176, 0.495, 0.366, -0.819, -0.553, 0.158, -0.239, 0.481, -0.608, -0.813, 0.351, -0.945, 0.166, 0.207, -0.980, -0.077, 0.486, 0.185, 0.199, 0.235, 0.191, 0.483, 0.169, 0.210, 0.201, -0.075, 0.496, 0.158, 0.469, 0.210, 0.165, -0.626, 0.362, -0.559, 0.475, -0.070, 0.484, -0.247, 0.163, -0.987, 0.487, 0.344]
}